Entry from the Open Molecules 2025 dataset: C6H12O in the gas phase (wB97M-V/def2-TZVPD).

The geometry in XYZ format:
```
19
Properties=species:S:1:pos:R:3:forces:R:3
C -1.5306 -0.9909 -0.6337 0.001 -0.037 -0.028
C -0.7387 0.1677 -0.0190 0.075 0.033 -0.059
C -1.6360 1.0372 0.8706 -0.002 0.040 0.058
C 0.4061 -0.3293 0.8424 -0.181 0.091 0.033
O 1.7088 -0.7071 0.2186 0.214 0.057 0.115
C 1.4840 0.5349 1.3547 -0.140 -0.229 0.272
C 2.3306 -0.0171 -0.8800 0.081 0.044 -0.241
H -2.3323 -0.6213 -1.2835 0.156 -0.022 0.095
H -0.8920 -1.6542 -1.2279 -0.059 0.103 0.071
H -2.0026 -1.5964 0.1520 0.120 0.110 -0.109
H -0.3384 0.8066 -0.8153 -0.016 -0.064 0.120
H -2.0618 0.4500 1.6952 0.097 0.059 -0.121
H -2.4744 1.4485 0.2966 0.164 -0.086 0.060
H -1.0643 1.8670 1.2978 -0.081 -0.114 -0.058
H 0.0994 -1.2161 1.4129 0.092 0.052 -0.149
H 1.9367 0.0147 2.2128 -0.202 0.143 0.061
H 1.7183 0.7968 -1.2647 -0.025 -0.127 0.056
H 2.5559 -0.7545 -1.6537 -0.181 -0.006 0.024
H 3.2528 0.4061 -0.4809 -0.112 -0.049 -0.201
```
Forces are in eV/Å.

Properties
Energy above the lowest of the compared OMol25 structures with the same formula, charge and spin ... 110.0 kcal/mol
HOMO ... -7.979 eV
Molecular weight ... 100.16 g mol⁻¹
E_tot ... -8459.5830 eV

The net atomic charges from natural (NBO), expressed in e, are: C -0.61; C -0.26; C -0.60; C 0.04; O -0.44; C -0.27; C -0.24; H 0.21; H 0.21; H 0.20; H 0.21; H 0.20; H 0.21; H 0.23; H 0.18; H 0.13; H 0.20; H 0.18; H 0.21